1.
# C22H36Cl2NO

A gas-phase ion, C22H36Cl2NO (charge +1) (the ωB97M-V functional and the def2-TZVPD basis, the OMol25 dataset).

```
62
C22H36Cl2NO, DFT the ωB97M-V functional and the def2-TZVPD basis
C 6.34963 -2.19982 -0.84362
C 5.67225 -0.95071 -1.55565
C 6.32744 -0.44384 -2.89047
C 4.52322 -0.41215 -0.97116
C 4.36797 1.04334 -0.40253
C 3.85058 1.07915 1.10639
C 2.39499 1.74120 1.24290
C 2.27790 2.50423 2.63270
C 1.31854 0.56238 1.08468
C 0.18264 0.90460 0.02926
C -1.18862 0.20927 0.31392
C -2.23788 1.06502 0.91105
C -3.60064 0.52291 1.18783
C -4.71089 1.43941 1.77285
C -6.01990 1.52709 0.85164
C -5.72275 1.39647 -0.69547
C -6.80161 2.23081 -1.50855
O -6.64861 2.10784 -2.93197
C -3.81016 -0.90673 0.83435
C -2.71363 -1.67755 0.24935
N -1.45106 -1.13491 0.00126
C -0.33952 -1.89266 -0.61616
Cl -0.30693 -1.38169 -2.38464
C -0.51898 -3.46324 -0.58551
C -0.19666 -4.06623 0.85629
Cl 0.76986 -4.16926 -1.69779
H 6.61794 -1.96482 0.22626
H 5.61509 -3.05373 -0.88189
H 7.30421 -2.46774 -1.37899
H 6.15010 -1.24532 -3.66706
H 5.83722 0.50341 -3.23272
H 7.44751 -0.33214 -2.78030
H 3.60848 -1.08180 -0.94674
H 5.39394 1.51909 -0.41477
H 3.66487 1.62944 -1.07796
H 3.83906 0.00095 1.46021
H 4.60982 1.59603 1.76049
H 2.33879 2.47830 0.38771
H 2.06381 3.59848 2.44755
H 3.24525 2.38892 3.19870
H 1.42784 2.07435 3.24134
H 1.91628 -0.31076 0.67412
H 0.94082 0.23024 2.08792
H 0.59046 0.70281 -0.99441
H 0.01958 2.02323 0.08515
H -2.05446 2.14294 1.15525
H -5.04119 1.17051 2.81023
H -4.29334 2.48992 1.79943
H -6.83138 0.82253 1.19645
H -6.44956 2.56399 1.00627
H -4.67751 1.68428 -0.99710
H -5.88732 0.31972 -1.01438
H -6.75963 3.33817 -1.26153
H -7.83920 1.89491 -1.23137
H -5.69976 1.95968 -3.08574
H -4.79881 -1.40486 1.00896
H -2.95782 -2.73712 -0.01990
H 0.63479 -1.66890 -0.09570
H -1.49177 -3.82626 -1.00724
H -0.45792 -3.34719 1.68330
H 0.91524 -4.26668 0.88158
H -0.70864 -5.05947 0.98594
```

Calculated values
SMILES string ... CC(C)=CCC[C@H](C)CCc1cc(CCCCO)cc[n+]1[C@H](Cl)[C@H](C)Cl
Lowest unoccupied orbital energy ... -4.41 eV
Spin multiplicity ... 1
Charge ... +1
HOMO-LUMO gap ... 4.95 eV

Atom charges from the natural (NBO) analysis, given in e for atoms 1 to 8: -0.661 0.089 -0.664 -0.276 -0.450 -0.394 -0.217 -0.620

---

2.
# C7H6NO4S

A gas-phase ion, C7H6NO4S (charge -1) (the ωB97M-V functional and the def2-TZVPD basis, the OMol25 dataset).

```
19
C7H6NO4S, DFT the ωB97M-V functional and the def2-TZVPD basis
C -2.64116 0.45347 0.28020
C -1.64330 0.61943 1.16278
C -2.36849 -0.21058 -0.91295
C -0.40220 -0.02710 1.01342
C -1.09413 -0.67529 -1.19170
C -0.10285 -0.62100 -0.20044
C 1.20443 -1.14503 -0.49966
N 1.91751 1.72085 0.93317
O 1.55681 2.91014 0.98148
O 3.87848 -0.92494 -0.71704
O 2.48012 1.32123 -0.15597
O 1.80721 -2.12930 0.32667
S 2.75632 -0.64419 0.15499
H -3.52965 0.89834 0.51242
H -1.86791 1.27908 2.00875
H -3.08486 -0.38037 -1.66257
H 0.59963 -0.03725 1.66191
H -0.85694 -1.15927 -2.04717
H 1.39097 -1.24823 -1.64828
```

Calculated values
Expectation value of S² ... 2.009
Lowest unoccupied orbital energy (spin up / spin down) ... 3.40 / 2.86 eV
Spin multiplicity ... 3
Charge ... -1
HOMO-LUMO gap (spin up / spin down) ... 6.03 / 7.65 eV

Atom charges from the natural (NBO) analysis, given in e for atoms 1 to 8: -0.236 -0.208 -0.220 -0.172 -0.184 -0.078 -0.177 0.199

---

3.
# C6H10O

2 unconnected molecules or ions with the total composition C6H10O (the ωB97M-V functional and the def2-TZVPD basis, the OMol25 dataset).

```
17
C6H10O, DFT the ωB97M-V functional and the def2-TZVPD basis
O -0.87720 1.79783 1.25267
C 0.12177 1.71536 0.57986
C 0.57936 0.45819 -0.11804
C -0.18315 0.55759 -1.43762
C -0.81627 -0.57328 -1.72133
C -0.49209 -1.66517 -0.72966
C 0.10118 -0.88744 0.46855
H 0.72228 2.61685 0.31768
H 1.66722 0.49104 -0.26974
H -0.24277 1.48451 -2.00703
H -1.44215 -0.72304 -2.59862
H 0.25680 -2.33896 -1.17332
H -1.35624 -2.28205 -0.45644
H -0.67352 -0.67971 1.21546
H 0.90863 -1.44124 0.96259
H 0.52754 0.89333 2.85082
H 1.19863 0.57620 2.86418
```

Calculated values
SMILES string ... O=C[C@@H]1C=CCC1.[H][H]
Lowest unoccupied orbital energy ... 1.11 eV
Spin multiplicity ... 1
Charge ... 0
HOMO-LUMO gap ... 10.48 eV

Atom charges from the natural (NBO) analysis, given in e for atoms 1 to 8: -0.535 0.468 -0.371 -0.192 -0.165 -0.438 -0.396 0.112

---

4.
# C28H55ClN2O13P3

5 unconnected molecules or ions with the total composition C28H55ClN2O13P3 (the ωB97M-V functional and the def2-TZVPD basis, the OMol25 dataset).

```
102
C28H55ClN2O13P3, DFT the ωB97M-V functional and the def2-TZVPD basis
C -0.92370 -3.76875 1.38063
O -1.50294 -2.66282 0.68729
C -1.86607 -3.01431 -0.64375
C -0.72505 -2.82524 -1.67024
C 0.10423 -1.54186 -1.41580
C -0.84627 -0.32724 -1.19567
C -0.34257 1.01127 -1.79473
C 0.98389 1.48945 -1.24597
C 2.06504 1.50932 -2.11968
C 3.31199 1.95521 -1.71609
C 4.50164 2.02018 -2.65226
P 5.95212 1.10264 -2.02593
O 6.43088 1.56363 -0.72201
O 7.11420 1.37992 -3.10866
O 5.57831 -0.46761 -2.05498
C 3.46310 2.35269 -0.37090
C 2.38834 2.33101 0.48244
P 2.76579 2.87124 2.25622
O 1.68666 4.01359 2.75262
Cl 4.57085 3.92900 2.17658
N 1.16316 1.91976 0.02801
P -0.20624 1.97212 1.18932
N 0.07279 1.08807 2.44220
H -0.98786 -4.72267 0.83742
H 0.13932 -3.52247 1.55742
H -1.39255 -3.88329 2.37174
H -2.32741 -4.01467 -0.71460
H -2.67357 -2.31485 -0.92899
H -0.08467 -3.72065 -1.72853
H -1.18764 -2.72161 -2.65749
H 0.88616 -1.36806 -2.17127
H 0.63362 -1.71793 -0.45956
H -1.09572 -0.28851 -0.12798
H -1.78846 -0.56173 -1.72049
H -0.27706 0.92751 -2.88458
H -1.10758 1.77788 -1.57322
H 1.90279 1.15875 -3.13852
H 4.22054 1.74167 -3.68085
H 4.80772 3.08116 -2.70227
H 7.96921 1.36179 -2.64978
H 5.27800 -0.65596 -2.96180
H 4.45050 2.69176 -0.05554
H 1.59038 3.86264 3.71191
H -0.35101 3.35469 1.46453
H -1.37895 1.62545 0.49468
H 0.08012 1.72264 3.24608
O -2.86877 2.78258 -1.17019
C -3.02251 3.92979 -1.51464
O -2.02571 4.80452 -1.32430
C -2.02882 6.14749 -1.83626
C -2.78629 7.08697 -0.92220
C -4.33733 4.40420 -2.07497
H -2.40036 6.16912 -2.86163
H -0.98349 6.45027 -1.87977
H -3.83583 6.80531 -0.83336
H -2.73448 8.10960 -1.29588
H -2.36389 7.05880 0.08292
H -5.02648 4.58629 -1.25076
H -4.73992 3.62047 -2.71347
H -4.26084 5.29926 -2.68633
O -0.24084 -2.74435 -4.54838
C 0.26144 -2.01434 -5.35902
O 1.18163 -2.50278 -6.20691
C 1.71999 -1.77034 -7.31196
C 2.86047 -0.87173 -6.87827
C -0.06231 -0.53938 -5.39102
H 0.93344 -1.22531 -7.83654
H 2.09534 -2.51787 -8.00891
H 2.52950 -0.11861 -6.15990
H 3.29591 -0.36071 -7.73742
H 3.63787 -1.46012 -6.38841
H 0.51833 -0.03752 -4.61868
H -1.12385 -0.41736 -5.18215
H 0.12518 -0.06343 -6.35044
O -1.04549 -7.87486 0.38396
C -1.92232 -8.12480 1.16653
O -3.20778 -8.07520 0.77444
C -4.30534 -8.51321 1.58135
C -4.74706 -7.43496 2.54958
C -1.60244 -8.41535 2.61438
H -4.06770 -9.45345 2.08162
H -5.11630 -8.72905 0.88690
H -3.95417 -7.17300 3.25108
H -5.61695 -7.76324 3.11955
H -5.00561 -6.52421 2.00778
H -1.43779 -7.47292 3.13623
H -0.69255 -9.01073 2.64935
H -2.36919 -8.98580 3.13272
O -0.24708 3.05009 4.96549
C -0.05834 2.94327 6.15655
O 0.41698 3.98870 6.83412
C 0.52623 4.03538 8.26587
C 1.80118 3.37476 8.74610
C -0.27408 1.62926 6.86038
H -0.36544 3.61783 8.73492
H 0.54615 5.09228 8.52641
H 1.83131 2.31637 8.48500
H 1.89534 3.46535 9.82820
H 2.66850 3.84204 8.27811
H 0.59348 0.99182 6.69040
H -1.15706 1.15487 6.43647
H -0.44989 1.72315 7.92841
```

Calculated values
Lowest unoccupied orbital energy ... -3.63 eV
Spin multiplicity ... 1
Charge ... +1
HOMO-LUMO gap ... 7.38 eV

Atom charges from the Löwdin analysis, given in e for atoms 1 to 8: -0.092 -0.206 -0.232 -0.176 -0.172 -0.178 -0.134 -0.181

---

5.
# C4H13N2O

2 unconnected molecules or ions with the total composition C4H13N2O (the ωB97M-V functional and the def2-TZVPD basis, the OMol25 dataset).

```
20
C4H13N2O, DFT the ωB97M-V functional and the def2-TZVPD basis
C -1.03339 0.65887 1.86821
C -0.28141 -0.64047 1.44014
C 1.14757 -0.44316 0.95955
N 1.00449 -0.91259 -1.89897
C 1.05862 0.29291 -1.38401
N 1.22799 0.55865 -0.12321
H -0.54042 1.57675 1.54572
H -2.02808 0.61834 1.42724
H -1.18013 0.68676 2.94278
H -0.82006 -1.11506 0.63514
H -0.34474 -1.26398 2.32208
H 1.57365 -1.39789 0.64917
H 1.82987 -0.10400 1.74105
H 0.94879 -1.08373 -2.88677
H 0.93485 -1.64159 -1.20597
H 1.03565 1.15467 -2.04463
H 1.21327 1.49702 0.24537
H -1.72864 0.53645 -2.82870
H -2.37578 0.75461 -1.50172
O -1.64208 0.26743 -1.90246
```

Calculated values
Lowest unoccupied orbital energy ... -2.94 eV
Spin multiplicity ... 1
Charge ... +1
HOMO-LUMO gap ... 12.08 eV

Atom charges from the natural (NBO) analysis, given in e for atoms 1 to 8: -0.611 -0.423 -0.241 -0.716 0.424 -0.509 0.188 0.223

---

6.
# C6H8BrN2O3

A molecular structure, C6H8BrN2O3 (the ωB97M-V functional and the def2-TZVPD basis, the OMol25 dataset).

```
20
C6H8BrN2O3, DFT the ωB97M-V functional and the def2-TZVPD basis
C -0.82584 -1.41463 0.16341
C 0.60305 -1.30538 0.24117
C -1.63120 -0.39560 0.46284
C 1.27307 0.60104 0.32550
C -1.03255 0.86084 1.06724
C -0.38700 1.56857 -1.21144
N 1.36207 -2.25653 -0.11531
N 0.07620 1.44496 0.21717
O 1.03605 -3.27895 -0.57664
O 2.70051 -2.18599 0.14438
O 2.31433 0.96512 0.66886
Br -3.56260 -0.43045 0.22893
H -1.27376 -2.11272 -0.51159
H -1.77035 1.66699 1.37320
H -0.53029 0.46583 1.93356
H -0.61646 2.51343 -1.64450
H 0.30976 1.07089 -1.92470
H -1.28062 1.08779 -1.46184
H 0.24155 2.44911 0.43565
H 2.99407 -1.31433 0.18409
```

Calculated values
Lowest unoccupied orbital energy ... -4.87 eV
Spin multiplicity ... 1
Charge ... +1
HOMO-LUMO gap ... 7.86 eV

Atom charges from the natural (NBO) analysis, given in e for atoms 1 to 8: -0.294 -0.003 -0.078 0.724 -0.294 -0.468 0.398 -0.459

---

7.
# C3H4O2S

A gas-phase ion, C3H4O2S (charge -2) (the ωB97M-V functional and the def2-TZVPD basis, the OMol25 dataset).

```
10
C3H4O2S, DFT the ωB97M-V functional and the def2-TZVPD basis
O 2.04019 1.30019 -0.45727
C 1.24144 0.36642 -0.75018
O 1.47989 -0.57903 -1.55020
C -0.19889 0.49894 -0.18831
C -0.63897 -0.67223 0.67449
S -2.31507 -0.54298 1.40288
H -0.90355 0.59929 -1.00028
H -0.24872 1.41895 0.37550
H -0.58523 -1.56798 0.05150
H 0.12890 -0.82157 1.44188
```

Calculated values
SMILES string ... O=C([O-])CC[S-]
Lowest unoccupied orbital energy ... 6.28 eV
Spin multiplicity ... 1
Charge ... -2
HOMO-LUMO gap ... 5.52 eV

Atom charges from the natural (NBO) analysis, given in e for atoms 1 to 8: -0.828 0.761 -0.824 -0.517 -0.500 -0.807 0.185 0.188

---

E (computed, eV): -51968.98209; -27865.69104; -8429.73654; -99911.23839; -9380.56482; -85502.31313; -18105.50088
F_max (computed, eV Å⁻¹): 3.1; 3.6; 0.6; 2.2; 1.5; 6.4; 1.0